Here is a cluster of 6 separate species, C34H43NO16S in total from OMol25. Energies are from ωB97M-V/def2-TZVPD.

```
95
Properties=species:S:1:pos:R:3:forces:R:3
C 2.41207 -5.15424 -1.01583 0.04 0.77 0.18
C 1.70773 -3.73516 -1.25351 -1.61 -1.28 -0.37
O 2.51836 -2.81189 -2.07310 -0.59 2.01 2.51
C 2.48612 -1.51895 -1.42693 0.16 3.55 1.61
C 3.73411 -0.90726 -0.71223 -2.54 1.45 -0.10
C 3.71348 0.48630 0.01063 -3.12 -1.35 -1.69
C 2.40306 1.33327 0.05513 0.16 -3.95 -1.89
C 1.16472 0.72430 -0.65225 1.85 -2.06 -0.31
C 1.17305 -0.66017 -1.40357 2.89 0.72 1.13
N -0.03685 -1.15249 -2.08198 0.21 1.08 2.50
C -1.23336 -1.15857 -1.21803 -2.66 -0.98 1.39
C -2.04459 -2.48157 -1.11256 -1.37 3.78 2.47
C -3.31607 -2.44443 -0.18663 2.11 2.69 -0.69
C -3.75017 -1.14749 0.56770 2.56 -0.33 -1.77
C -2.91754 0.18498 0.46786 1.27 -3.77 -2.07
C -1.66067 0.14083 -0.43571 -1.02 -2.85 0.03
S -0.49560 1.58164 -0.67997 0.40 -1.83 0.28
H 3.49643 -4.95665 -0.66964 -1.77 -0.54 -0.44
H 2.41556 -5.80544 -1.97071 0.02 1.19 1.56
H 1.80012 -5.68374 -0.19016 1.16 0.77 -1.32
H 1.32660 -3.23470 -0.28541 1.08 -0.82 -1.41
H 0.74731 -3.94812 -1.86999 1.41 0.27 0.93
H 4.70418 -1.52250 -0.70608 -1.71 1.08 -0.08
H 4.66852 0.84614 0.52974 -1.65 -0.56 -0.94
H 2.32462 2.34862 0.57348 0.16 -1.77 -0.87
H 0.11182 -2.04538 -2.56705 -0.03 0.61 0.52
H -1.72181 -3.44071 -1.65468 -0.55 1.73 0.94
H -3.90429 -3.42819 -0.09662 0.87 1.92 0.01
H -4.69582 -1.21602 1.22260 1.73 0.31 -1.26
H -3.20681 1.13586 1.03904 0.51 -1.71 -1.04
C 5.08611 -1.44560 4.66280 -0.12 -0.15 0.33
C 4.41350 -2.47084 3.77727 0.89 0.75 0.49
C 3.98647 -1.93768 2.44202 0.37 0.07 -0.41
O 2.91032 -2.80769 2.10325 -0.33 -0.28 0.37
C 2.37751 -3.24074 3.28008 -0.88 -0.48 0.24
O 1.34560 -3.84214 3.37686 0.80 0.47 -0.15
O 3.17109 -2.89642 4.33481 -0.57 -0.26 -0.62
H 5.20860 -1.83765 5.67754 0.17 0.06 -0.52
H 6.06856 -1.17238 4.27004 -0.08 -0.06 -0.04
H 4.48010 -0.53846 4.74856 0.00 -0.05 -0.13
H 5.05344 -3.35457 3.67423 -0.07 0.02 -0.09
H 4.77906 -1.99376 1.69456 -0.21 -0.08 -0.01
H 3.60193 -0.91430 2.48074 0.10 -0.04 0.12
C -2.05196 1.96816 -4.47402 -0.37 -0.23 0.10
C -1.76462 3.36881 -4.96912 0.05 -1.29 0.35
C -1.08013 4.24007 -3.96131 0.88 0.01 0.26
O -1.47423 5.54596 -4.37480 -0.73 0.09 -0.38
C -2.67914 5.40609 -4.99567 -0.59 0.76 -0.21
O -3.39124 6.31771 -5.30982 0.54 -0.70 0.25
O -2.97198 4.08966 -5.20968 0.12 0.89 0.00
H -2.70600 1.44127 -5.17511 0.11 0.05 -0.04
H -1.12656 1.39573 -4.35654 -0.50 0.33 0.10
H -2.57441 1.98676 -3.51312 0.06 0.12 -0.05
H -1.20759 3.32623 -5.91270 0.06 0.12 0.05
H 0.00515 4.13719 -3.98805 -0.14 0.16 0.02
H -1.43006 4.08339 -2.93625 -0.08 -0.19 -0.11
C -6.06371 3.75253 0.59117 0.39 -0.13 -0.03
C -7.04538 2.60398 0.51128 0.53 1.09 -0.17
C -8.00826 2.54319 1.66001 -0.58 0.36 0.11
O -8.34384 1.15954 1.69520 0.42 -0.38 -0.20
C -7.27323 0.48866 1.18587 0.18 -1.04 0.02
O -7.13281 -0.70034 1.23093 -0.13 0.94 0.03
O -6.37835 1.34878 0.62030 -0.51 -0.56 0.32
H -5.28264 3.64046 -0.16534 -0.18 0.07 -0.04
H -6.56753 4.70945 0.43764 0.00 -0.11 -0.02
H -5.55912 3.77547 1.56132 -0.15 -0.04 -0.02
H -7.56621 2.62276 -0.45250 -0.07 -0.03 0.11
H -8.89764 3.15374 1.49517 -0.01 -0.23 0.05
H -7.56084 2.81336 2.62144 0.13 0.07 -0.13
C 0.45926 -1.31760 8.53633 -0.04 -0.39 -0.11
C 1.90028 -0.89572 8.72244 -1.22 -0.14 0.15
C 2.30841 0.27156 7.87370 -0.16 0.69 0.07
O 3.71289 0.07124 7.74692 0.27 -0.58 -0.03
C 3.92359 -1.26980 7.86030 0.66 -0.60 -0.05
O 4.96382 -1.81592 7.62210 -0.81 0.46 0.57
O 2.79527 -1.91115 8.27547 0.82 0.39 -0.24
H 0.27326 -2.27168 9.03601 0.01 0.17 0.07
H -0.22355 -0.56815 8.94316 0.11 -0.03 0.01
H 0.22379 -1.46695 7.47893 0.10 0.09 0.06
H 2.10377 -0.71485 9.78391 0.07 0.09 -0.08
H 2.09474 1.23090 8.34810 0.22 -0.06 -0.07
H 1.86736 0.26042 6.87232 -0.11 -0.14 0.11
C 2.54165 0.31831 -8.19448 0.22 0.31 -0.13
C 2.19684 0.40251 -6.72374 0.34 -0.44 -1.07
C 0.72437 0.36563 -6.43966 -0.45 -0.58 0.00
O 0.64312 1.05371 -5.19522 0.95 0.32 -0.09
C 1.69952 1.91511 -5.16056 0.37 0.75 0.63
O 1.84260 2.78001 -4.34424 -0.19 -0.68 -0.64
O 2.56996 1.66625 -6.17958 -0.53 0.18 0.69
H 3.60235 0.53072 -8.35061 -0.08 -0.16 0.06
H 2.31920 -0.67440 -8.59236 0.02 0.05 0.10
H 1.98518 1.05963 -8.77480 -0.05 -0.07 0.12
H 2.73562 -0.37268 -6.16745 -0.13 0.02 0.05
H 0.34045 -0.65167 -6.34584 -0.03 0.16 0.18
H 0.12204 0.90987 -7.17379 0.17 -0.02 -0.09
```
Forces are in eV/Å.

Calculated values
total charge: 0
DFT total energy: -81033.572 eV
HOMO: -7.74 eV
frontier orbital gap: 8.077 eV
LUMO level: 0.3 eV
structure (SMILES): CCOc1cccc2c1Nc1ccccc1S2.C[C@@H]1COC(=O)O1.C[C@@H]1COC(=O)O1.C[C@@H]1COC(=O)O1.C[C@@H]1COC(=O)O1.C[C@@H]1COC(=O)O1